(1)
{"formula": "C19H22F3N5O2S", "method": "ωB97M-V/def2-TZVPD", "multiplicity": 1, "homo_ev": -8.041, "smiles": "Cc1ccc(C)c(N2CCN(C(=O)CCC(=O)Nc3nnc(C(F)(F)F)s3)CC2)c1", "homo_lumo_gap_ev": 8.494, "e_above_lowest_kj_mol": 199.9, "elements": ["C", "C", "C", "C", "C", "C", "C", "N", "C", "C", "N", "C", "O", "C", "C", "C", "O", "N", "C", "N", "N", "C", "C", "F", "F", "F", "S", "C", "C", "C", "H", "H", "H", "H", "H", "H", "H", "H", "H", "H", "H", "H", "H", "H", "H", "H", "H", "H", "H", "H", "H", "H"], "coordinates": [[5.4023, 1.4840, 2.7053], [4.8732, 1.4626, 1.3026], [5.6810, 1.8158, 0.2319], [5.1579, 1.8434, -1.0471], [3.8383, 1.5056, -1.3059], [3.3075, 1.6498, -2.7025], [3.0277, 1.0915, -0.2371], [1.6884, 0.7487, -0.4915], [1.4222, -0.4114, -1.3103], [1.2664, -1.6783, -0.4458], [0.1930, -1.4750, 0.4992], [-1.0501, -1.9752, 0.4157], [-1.9493, -1.6204, 1.1659], [-1.3219, -3.0334, -0.6495], [-2.7949, -3.4315, -0.5314], [-3.6123, -2.1605, -0.5612], [-3.4440, -1.2783, -1.3752], [-4.6387, -2.0839, 0.3487], [-5.3813, -0.9503, 0.4509], [-6.3119, -0.7683, 1.3359], [-6.8943, 0.4089, 1.2381], [-6.4267, 1.1364, 0.2824], [-6.9269, 2.5050, -0.0241], [-5.9458, 3.4239, 0.0345], [-7.4349, 2.5882, -1.2676], [-7.8840, 2.9093, 0.8103], [-5.1413, 0.3883, -0.6425], [0.4563, -0.3543, 1.3826], [0.6880, 0.9114, 0.5386], [3.5585, 1.1013, 1.0514], [5.2817, 2.4802, 3.1323], [6.4617, 1.2385, 2.7225], [4.8665, 0.7800, 3.3382], [6.7124, 2.0881, 0.4005], [5.7852, 2.1558, -1.8701], [3.7893, 2.4944, -3.1909], [3.5143, 0.7639, -3.3046], [2.2341, 1.8189, -2.6875], [2.2342, -0.5617, -2.0183], [0.4882, -0.2450, -1.8608], [1.0819, -2.5480, -1.0723], [2.1920, -1.8417, 0.1187], [-0.6741, -3.9000, -0.5136], [-1.1468, -2.5994, -1.6351], [-3.0845, -4.0551, -1.3791], [-2.9708, -3.9755, 0.3955], [-4.7349, -2.7574, 1.0951], [-0.4089, -0.2220, 2.0329], [1.3343, -0.5961, 1.9886], [0.9604, 1.7508, 1.1782], [-0.2574, 1.1531, 0.0365], [2.9388, 0.8245, 1.8909]], "mulliken_charge": [-1.56, 0.30, -0.79, -0.67, 0.65, -1.83, 0.91, 0.11, -0.64, -1.14, 0.11, 0.99, -0.70, -0.86, -0.72, 0.52, -0.70, -0.09, 0.24, -0.50, -0.33, 0.26, 0.89, -0.24, -0.24, -0.27, -0.04, -0.66, -1.29, -0.35, 0.29, 0.40, 0.36, 0.40, 0.44, 0.50, 0.30, 0.37, 0.47, 0.29, 0.47, 0.34, 0.54, 0.35, 0.30, 0.37, 0.28, 0.41, 0.38, 0.54, 0.49, 0.34]}

(2)
{"formula": "C19H22F6N4O3P2ReSSe2", "method": "ωB97M-V/def2-TZVPD", "multiplicity": 3, "homo_ev": [-11.418, -10.877], "charge": 1, "homo_lumo_gap_ev": [6.768, 6.412], "s_squared": 2.39, "e_above_lowest_kj_mol": 100.1, "elements": ["Re", "N", "C", "C", "O", "N", "C", "C", "O", "O", "H", "H", "H", "H", "H", "H", "Se", "P", "Se", "C", "C", "C", "C", "C", "C", "C", "C", "C", "C", "C", "C", "H", "H", "H", "H", "H", "H", "H", "H", "H", "H", "F", "P", "F", "F", "F", "F", "F", "S", "C", "N", "C", "C", "N", "H", "H", "H", "H", "H", "H"], "coordinates": [[1.2612, 1.7226, 1.0442], [0.8395, 3.7737, 0.3987], [1.7378, 4.1138, -0.7282], [3.0448, 3.3420, -0.5905], [4.1002, 3.7242, -1.0214], [2.8681, 2.1301, 0.0566], [3.9982, 1.2254, 0.1584], [3.5608, -0.0016, 0.9645], [4.2292, -0.9799, 1.0933], [2.3382, 0.1074, 1.4900], [-0.1360, 3.9745, 0.1701], [1.0534, 4.3612, 1.2117], [1.9405, 5.1850, -0.7943], [1.2629, 3.7759, -1.6543], [4.8357, 1.7205, 0.6628], [4.3422, 0.9090, -0.8336], [-0.3746, 0.4718, -0.0862], [0.5642, -0.3901, -2.1666], [1.7969, 1.0447, -3.0125], [1.3279, -1.9906, -1.8596], [1.4668, -2.8291, -2.9693], [2.1413, -4.0275, -2.8358], [2.6934, -4.3843, -1.6126], [2.5930, -3.5340, -0.5267], [1.9133, -2.3317, -0.6453], [-1.0699, -0.5817, -2.9167], [-1.6593, -1.8241, -3.1256], [-2.9045, -1.8979, -3.7328], [-3.5626, -0.7413, -4.1168], [-2.9837, 0.5009, -3.8883], [-1.7412, 0.5822, -3.2929], [1.0791, -2.5337, -3.9356], [2.2533, -4.6740, -3.6915], [3.2210, -5.3203, -1.5154], [3.0629, -3.7863, 0.4121], [1.8779, -1.6615, 0.2005], [-1.1660, -2.7297, -2.8079], [-3.3569, -2.8622, -3.9028], [-4.5273, -0.8048, -4.5974], [-3.4984, 1.4039, -4.1850], [-1.2734, 1.5483, -3.1412], [-0.0120, 1.0088, 2.8902], [-0.6342, 2.4318, 3.6104], [-1.1513, 3.8083, 4.1647], [-2.0361, 1.6956, 3.7717], [0.8637, 3.0571, 3.2759], [-0.1304, 1.9089, 5.0097], [-1.0762, 2.8560, 2.0652], [-0.9077, -1.7152, 0.9811], [-2.0583, -1.2780, 2.1967], [-1.8918, -1.5907, 3.4691], [-3.0225, -1.1666, 4.2902], [-4.0000, -0.5902, 3.2385], [-3.2367, -0.7121, 1.9981], [-1.0089, -1.9141, 3.8319], [-2.6984, -0.4135, 5.0086], [-3.4428, -2.0193, 4.8221], [-4.2540, 0.4498, 3.4328], [-4.9147, -1.1816, 3.1645], [-3.5376, -0.3658, 1.1028]], "mulliken_charge": [1.40, -0.54, -0.34, 0.31, -0.59, 0.42, -0.43, 0.46, -0.60, -0.60, 0.31, 0.39, 0.41, 0.14, 0.43, 0.34, -0.32, 0.45, -0.16, 0.75, -0.56, -0.71, -0.61, -1.11, -0.24, 0.76, -0.43, -0.75, -0.49, -0.76, -0.38, 0.55, 0.43, 0.41, 0.48, 0.54, 0.42, 0.43, 0.40, 0.43, 0.33, -0.55, 1.42, -0.32, -0.33, -0.41, -0.35, -0.37, -0.14, -0.09, -0.03, -0.41, -0.45, -0.02, 0.25, 0.26, 0.34, 0.27, 0.33, 0.20]}

(3)
{"formula": "C19H22FN3O6S2", "method": "ωB97M-V/def2-TZVPD", "multiplicity": 1, "homo_ev": -8.873, "smiles": "CS(=O)(=O)N(CC(=O)Nc1ccc(S(=O)(=O)N2CCOCC2)cc1)c1cccc(F)c1", "homo_lumo_gap_ev": 8.726, "elements": ["C", "S", "O", "O", "N", "C", "C", "O", "N", "C", "C", "C", "C", "S", "O", "O", "N", "C", "C", "O", "C", "C", "C", "C", "C", "C", "C", "C", "C", "F", "C", "H", "H", "H", "H", "H", "H", "H", "H", "H", "H", "H", "H", "H", "H", "H", "H", "H", "H", "H", "H", "H", "H"], "coordinates": [[-3.2508, -1.5838, 1.2100], [-3.4483, -1.7125, -0.8227], [-2.2303, -1.5957, -1.2307], [-4.4626, -2.6947, -0.9118], [-4.1815, -0.0060, -1.1490], [-3.2620, 0.9276, -1.5407], [-1.9818, 1.1494, -0.7416], [-2.1199, 1.1501, 0.5847], [-0.8264, 1.2800, -1.7515], [0.5692, 1.1881, -1.0387], [0.7984, 1.2489, 0.3033], [2.1469, 1.6488, 0.6786], [3.0414, 1.2432, -0.0955], [4.8107, 1.1835, 0.2785], [4.8821, 1.6449, 1.6814], [5.6455, 2.2355, -0.6298], [5.2463, -0.3158, -0.0495], [4.6448, -1.1258, 1.4335], [4.7893, -2.4859, 0.9143], [6.1393, -2.7971, 0.8945], [6.7353, -2.0964, -0.3208], [6.5373, -0.5121, -0.0934], [2.8704, 0.9808, -1.4634], [1.5311, 1.0755, -1.9969], [-5.2567, 0.4433, -0.3087], [-5.2361, 1.7908, 0.3610], [-6.3103, 1.9068, 0.9920], [-7.4693, 1.3071, 1.2795], [-7.3479, 0.1342, 0.8697], [-8.3163, -0.9946, 1.1963], [-6.1987, -0.5237, 0.0491], [-4.1334, -1.6675, 1.5614], [-2.5504, -2.3701, 1.3265], [-2.7358, -0.7113, 1.4041], [-3.7607, 1.8459, -1.8917], [-3.1013, 0.5538, -2.4788], [-0.7046, 0.9773, -2.5984], [0.0165, 1.6358, 0.9612], [2.4009, 1.7469, 1.6865], [3.5563, -0.9019, 1.2259], [4.9648, -0.8365, 2.1901], [4.6468, -3.3434, 1.7858], [4.3919, -2.7687, -0.2112], [7.8442, -2.4467, -0.3706], [6.4878, -2.4222, -1.2782], [7.1651, 0.0023, -0.8354], [7.2581, -0.4407, 0.9519], [3.6833, 0.9142, -2.2026], [1.2527, 0.7358, -3.1074], [-4.4599, 2.3814, 0.0324], [-6.4291, 3.0553, 1.6386], [-8.1707, 1.3329, 2.0440], [-6.1117, -1.3666, -0.4158]], "mulliken_charge": [-1.16, 0.99, -0.41, -0.59, -0.08, -1.80, 0.80, -0.63, -0.22, 1.04, -0.66, -0.06, -0.32, 1.23, -0.73, -0.74, 0.01, -1.14, -0.18, -0.37, -0.71, -0.43, -0.84, -0.69, 1.03, -0.85, -0.06, -0.98, 0.45, -0.35, -1.14, 0.45, 0.48, 0.33, 0.80, 0.58, 0.32, 0.49, 0.52, 0.27, 0.93, 0.25, 0.27, 0.34, 0.35, 0.49, 0.22, 0.41, 0.14, 0.60, 0.06, 0.41, 0.91]}

(4)
{"formula": "C19H22FeN2O3S5Se", "method": "ωB97M-V/def2-TZVPD", "multiplicity": 5, "homo_ev": [0.919, -0.902], "charge": -2, "homo_lumo_gap_ev": [3.287, 5.118], "s_squared": 6.16, "elements": ["Fe", "S", "C", "S", "C", "C", "S", "S", "S", "C", "C", "C", "C", "C", "C", "Se", "C", "C", "C", "H", "H", "H", "H", "H", "H", "H", "H", "H", "H", "H", "C", "O", "C", "O", "H", "H", "H", "N", "C", "N", "C", "C", "O", "C", "C", "H", "H", "H", "H", "H", "H", "H", "H"], "coordinates": [[-0.0133, 0.0719, 0.4698], [4.1350, -4.1203, 4.7226], [3.1709, -3.0470, 3.8153], [1.4089, -3.1416, 3.7934], [1.1647, -1.8492, 2.6283], [2.2689, -1.3364, 2.0537], [2.2239, -0.0061, 0.9020], [3.7973, -2.1096, 2.4602], [-0.4710, -1.3322, 2.2047], [-0.3119, 7.3623, -0.1682], [-0.2717, 5.9051, -0.5355], [0.9269, 5.2140, -0.6159], [0.9785, 3.8659, -0.9524], [2.3166, 3.1917, -1.0153], [-0.2087, 3.1715, -1.2184], [-0.1447, 1.3139, -1.7113], [-1.4271, 3.8637, -1.1648], [-2.7434, 3.2011, -1.4510], [-1.4375, 5.2093, -0.8195], [0.6586, 7.7018, 0.1954], [-1.0459, 7.5524, 0.6175], [-0.5819, 7.9879, -1.0230], [1.8567, 5.7310, -0.4021], [3.1149, 3.9281, -0.9038], [2.4467, 2.6601, -1.9586], [2.4266, 2.4466, -0.2273], [-3.1166, 2.6987, -0.5567], [-2.6518, 2.4399, -2.2237], [-3.4803, 3.9453, -1.7590], [-2.3934, 5.7228, -0.7656], [-3.1228, -0.7189, -0.3655], [-3.0682, 0.4215, 0.4947], [-1.8043, 0.7791, 0.8154], [-1.5988, 1.7658, 1.4873], [-4.1772, -0.9759, -0.4615], [-2.5663, -1.5505, 0.0698], [-2.7019, -0.4683, -1.3420], [0.0382, -1.7618, -1.0148], [0.4631, -2.8366, -0.9691], [0.9284, -4.0690, -0.9354], [1.6138, -4.5372, 0.2910], [0.6415, -5.3391, 1.1470], [0.0322, -6.3852, 0.3806], [-0.7244, -5.8539, -0.6733], [0.1770, -5.1020, -1.6406], [2.0094, -3.6751, 0.8322], [2.4497, -5.1621, -0.0370], [-0.1324, -4.6757, 1.5494], [1.1564, -5.8071, 1.9800], [-1.4980, -5.1709, -0.2897], [-1.2153, -6.6903, -1.1782], [-0.3944, -4.6338, -2.4439], [0.8984, -5.7956, -2.0871]], "mulliken_charge": [0.05, -0.56, -0.08, -0.20, 0.21, 0.16, -0.50, -0.23, -0.45, -1.44, 0.70, -1.12, 0.95, -1.36, 0.33, -0.41, 1.14, -1.77, -0.92, 0.34, 0.33, 0.29, 0.21, 0.38, 0.35, 0.05, 0.23, 0.33, 0.48, 0.32, -0.47, -0.39, 1.00, -0.67, 0.26, 0.12, 0.21, -0.20, 0.37, -0.09, -0.21, -0.40, -0.42, -0.43, -0.75, 0.07, 0.19, 0.32, 0.30, 0.28, 0.36, 0.45, 0.29]}

Please write out number 1 again, unchanged.
{"formula": "C19H22F3N5O2S", "method": "ωB97M-V/def2-TZVPD", "multiplicity": 1, "homo_ev": -8.041, "smiles": "Cc1ccc(C)c(N2CCN(C(=O)CCC(=O)Nc3nnc(C(F)(F)F)s3)CC2)c1", "homo_lumo_gap_ev": 8.494, "e_above_lowest_kj_mol": 199.9, "elements": ["C", "C", "C", "C", "C", "C", "C", "N", "C", "C", "N", "C", "O", "C", "C", "C", "O", "N", "C", "N", "N", "C", "C", "F", "F", "F", "S", "C", "C", "C", "H", "H", "H", "H", "H", "H", "H", "H", "H", "H", "H", "H", "H", "H", "H", "H", "H", "H", "H", "H", "H", "H"], "coordinates": [[5.4023, 1.4840, 2.7053], [4.8732, 1.4626, 1.3026], [5.6810, 1.8158, 0.2319], [5.1579, 1.8434, -1.0471], [3.8383, 1.5056, -1.3059], [3.3075, 1.6498, -2.7025], [3.0277, 1.0915, -0.2371], [1.6884, 0.7487, -0.4915], [1.4222, -0.4114, -1.3103], [1.2664, -1.6783, -0.4458], [0.1930, -1.4750, 0.4992], [-1.0501, -1.9752, 0.4157], [-1.9493, -1.6204, 1.1659], [-1.3219, -3.0334, -0.6495], [-2.7949, -3.4315, -0.5314], [-3.6123, -2.1605, -0.5612], [-3.4440, -1.2783, -1.3752], [-4.6387, -2.0839, 0.3487], [-5.3813, -0.9503, 0.4509], [-6.3119, -0.7683, 1.3359], [-6.8943, 0.4089, 1.2381], [-6.4267, 1.1364, 0.2824], [-6.9269, 2.5050, -0.0241], [-5.9458, 3.4239, 0.0345], [-7.4349, 2.5882, -1.2676], [-7.8840, 2.9093, 0.8103], [-5.1413, 0.3883, -0.6425], [0.4563, -0.3543, 1.3826], [0.6880, 0.9114, 0.5386], [3.5585, 1.1013, 1.0514], [5.2817, 2.4802, 3.1323], [6.4617, 1.2385, 2.7225], [4.8665, 0.7800, 3.3382], [6.7124, 2.0881, 0.4005], [5.7852, 2.1558, -1.8701], [3.7893, 2.4944, -3.1909], [3.5143, 0.7639, -3.3046], [2.2341, 1.8189, -2.6875], [2.2342, -0.5617, -2.0183], [0.4882, -0.2450, -1.8608], [1.0819, -2.5480, -1.0723], [2.1920, -1.8417, 0.1187], [-0.6741, -3.9000, -0.5136], [-1.1468, -2.5994, -1.6351], [-3.0845, -4.0551, -1.3791], [-2.9708, -3.9755, 0.3955], [-4.7349, -2.7574, 1.0951], [-0.4089, -0.2220, 2.0329], [1.3343, -0.5961, 1.9886], [0.9604, 1.7508, 1.1782], [-0.2574, 1.1531, 0.0365], [2.9388, 0.8245, 1.8909]], "mulliken_charge": [-1.56, 0.30, -0.79, -0.67, 0.65, -1.83, 0.91, 0.11, -0.64, -1.14, 0.11, 0.99, -0.70, -0.86, -0.72, 0.52, -0.70, -0.09, 0.24, -0.50, -0.33, 0.26, 0.89, -0.24, -0.24, -0.27, -0.04, -0.66, -1.29, -0.35, 0.29, 0.40, 0.36, 0.40, 0.44, 0.50, 0.30, 0.37, 0.47, 0.29, 0.47, 0.34, 0.54, 0.35, 0.30, 0.37, 0.28, 0.41, 0.38, 0.54, 0.49, 0.34]}

Please write out number 4 again, unchanged.
{"formula": "C19H22FeN2O3S5Se", "method": "ωB97M-V/def2-TZVPD", "multiplicity": 5, "homo_ev": [0.919, -0.902], "charge": -2, "homo_lumo_gap_ev": [3.287, 5.118], "s_squared": 6.16, "elements": ["Fe", "S", "C", "S", "C", "C", "S", "S", "S", "C", "C", "C", "C", "C", "C", "Se", "C", "C", "C", "H", "H", "H", "H", "H", "H", "H", "H", "H", "H", "H", "C", "O", "C", "O", "H", "H", "H", "N", "C", "N", "C", "C", "O", "C", "C", "H", "H", "H", "H", "H", "H", "H", "H"], "coordinates": [[-0.0133, 0.0719, 0.4698], [4.1350, -4.1203, 4.7226], [3.1709, -3.0470, 3.8153], [1.4089, -3.1416, 3.7934], [1.1647, -1.8492, 2.6283], [2.2689, -1.3364, 2.0537], [2.2239, -0.0061, 0.9020], [3.7973, -2.1096, 2.4602], [-0.4710, -1.3322, 2.2047], [-0.3119, 7.3623, -0.1682], [-0.2717, 5.9051, -0.5355], [0.9269, 5.2140, -0.6159], [0.9785, 3.8659, -0.9524], [2.3166, 3.1917, -1.0153], [-0.2087, 3.1715, -1.2184], [-0.1447, 1.3139, -1.7113], [-1.4271, 3.8637, -1.1648], [-2.7434, 3.2011, -1.4510], [-1.4375, 5.2093, -0.8195], [0.6586, 7.7018, 0.1954], [-1.0459, 7.5524, 0.6175], [-0.5819, 7.9879, -1.0230], [1.8567, 5.7310, -0.4021], [3.1149, 3.9281, -0.9038], [2.4467, 2.6601, -1.9586], [2.4266, 2.4466, -0.2273], [-3.1166, 2.6987, -0.5567], [-2.6518, 2.4399, -2.2237], [-3.4803, 3.9453, -1.7590], [-2.3934, 5.7228, -0.7656], [-3.1228, -0.7189, -0.3655], [-3.0682, 0.4215, 0.4947], [-1.8043, 0.7791, 0.8154], [-1.5988, 1.7658, 1.4873], [-4.1772, -0.9759, -0.4615], [-2.5663, -1.5505, 0.0698], [-2.7019, -0.4683, -1.3420], [0.0382, -1.7618, -1.0148], [0.4631, -2.8366, -0.9691], [0.9284, -4.0690, -0.9354], [1.6138, -4.5372, 0.2910], [0.6415, -5.3391, 1.1470], [0.0322, -6.3852, 0.3806], [-0.7244, -5.8539, -0.6733], [0.1770, -5.1020, -1.6406], [2.0094, -3.6751, 0.8322], [2.4497, -5.1621, -0.0370], [-0.1324, -4.6757, 1.5494], [1.1564, -5.8071, 1.9800], [-1.4980, -5.1709, -0.2897], [-1.2153, -6.6903, -1.1782], [-0.3944, -4.6338, -2.4439], [0.8984, -5.7956, -2.0871]], "mulliken_charge": [0.05, -0.56, -0.08, -0.20, 0.21, 0.16, -0.50, -0.23, -0.45, -1.44, 0.70, -1.12, 0.95, -1.36, 0.33, -0.41, 1.14, -1.77, -0.92, 0.34, 0.33, 0.29, 0.21, 0.38, 0.35, 0.05, 0.23, 0.33, 0.48, 0.32, -0.47, -0.39, 1.00, -0.67, 0.26, 0.12, 0.21, -0.20, 0.37, -0.09, -0.21, -0.40, -0.42, -0.43, -0.75, 0.07, 0.19, 0.32, 0.30, 0.28, 0.36, 0.45, 0.29]}